Record 1
{
  "formula": "C5H11NO",
  "method": "the ωB97M-V functional and the def2-TZVPD basis",
  "smiles": "C=C(N)/C=C/C.O",
  "homo_lumo_gap_ev": 9.37,
  "elements": ["C", "C", "N", "C", "C", "C", "H", "H", "H", "H", "H", "H", "H", "H", "H", "O", "H", "H"],
  "positions_angstrom": [[0.0645, 1.3790, -1.4601], [-0.2389, 0.0937, -1.2059], [-1.3028, -0.5759, -1.8149], [0.5278, -0.7487, -0.2805], [1.0887, -0.3317, 0.8553], [1.8588, -1.2076, 1.7874], [-0.5424, 1.9422, -2.1585], [0.9599, 1.8167, -1.0478], [-1.8117, -1.1358, -1.1643], [-1.9487, 0.0210, -2.2910], [0.5837, -1.8105, -0.5105], [0.9143, 0.6998, 1.1508], [1.8757, -2.2376, 1.4295], [2.8853, -0.8465, 1.8826], [1.3947, -1.1795, 2.7743], [-2.1562, 1.0417, 0.8946], [-1.4490, 1.2306, 0.2511], [-2.7035, 1.8491, 0.9079]],
  "atomic_forces_ev_per_a": [[-0.1, -0.4, 0.0], [0.0, 0.3, -0.1], [0.4, 0.0, -0.1], [0.3, -0.2, 0.5], [-0.4, 0.1, -0.4], [-0.1, 0.1, -0.1], [0.1, 0.1, 0.1], [0.0, 0.1, -0.1], [-0.2, -0.5, 0.4], [-0.1, 0.4, -0.3], [0.0, 0.1, -0.2], [0.2, 0.0, 0.0], [0.0, 0.0, 0.0], [0.0, -0.1, 0.1], [0.1, -0.1, 0.1], [-0.3, 0.6, -0.1], [-0.2, 0.0, 0.2], [0.4, -0.6, 0.0]]
}

=====

Record 2
{
  "formula": "C14H16N2OS",
  "method": "the ωB97M-V functional and the def2-TZVPD basis",
  "smiles": "Cc1nc(NC(=O)CCc2ccccc2)sc1C",
  "homo_lumo_gap_ev": 8.85,
  "elements": ["C", "C", "N", "C", "N", "C", "O", "C", "C", "C", "C", "C", "C", "C", "C", "S", "C", "C", "H", "H", "H", "H", "H", "H", "H", "H", "H", "H", "H", "H", "H", "H", "H", "H"],
  "positions_angstrom": [[3.4333, -1.9619, -0.4509], [2.9551, -0.5933, -0.0951], [1.7371, -0.4664, 0.5061], [1.4374, 0.7546, 0.7609], [0.3048, 1.2276, 1.3567], [-0.7931, 0.5649, 1.8749], [-1.6279, 1.2142, 2.4593], [-0.8771, -0.9196, 1.6534], [-1.2418, -1.2314, 0.1891], [-2.3936, -0.3797, -0.2646], [-3.6946, -0.6942, 0.1050], [-4.7497, 0.1167, -0.2709], [-4.5168, 1.2556, -1.0223], [-3.2242, 1.5767, -1.3980], [-2.1708, 0.7635, -1.0202], [2.6707, 1.9178, 0.2668], [3.6212, 0.5733, -0.3150], [4.9529, 0.7910, -0.9360], [4.3544, -2.1982, 0.0792], [2.6701, -2.6821, -0.1727], [3.6214, -2.0392, -1.5205], [0.2735, 2.2308, 1.5023], [0.0791, -1.3848, 1.8910], [-1.6559, -1.2974, 2.3168], [-1.5018, -2.2893, 0.1190], [-0.3694, -1.0498, -0.4385], [-3.8810, -1.5815, 0.6933], [-5.7567, -0.1384, 0.0257], [-5.3398, 1.8916, -1.3136], [-3.0354, 2.4640, -1.9850], [-1.1621, 1.0178, -1.3169], [5.3301, -0.1431, -1.3436], [5.6641, 1.1638, -0.1983], [4.8866, 1.5260, -1.7373]],
  "atomic_forces_ev_per_a": [[0.1, 0.1, 0.0], [0.7, 0.7, -0.3], [-0.7, -0.2, 0.4], [1.0, 0.4, -0.4], [-0.1, 0.8, 0.1], [-0.1, -0.3, 0.3], [-0.1, 0.0, 0.1], [-0.1, -0.2, 0.0], [0.0, 0.1, 0.1], [0.0, -0.2, -0.2], [0.0, 0.0, 0.0], [-0.1, 0.0, 0.1], [-0.1, 0.1, 0.0], [0.0, 0.1, 0.0], [0.0, 0.0, 0.0], [-0.3, -0.7, 0.1], [-0.3, -0.2, 0.1], [0.0, 0.1, 0.1], [0.1, -0.1, 0.0], [0.0, -0.1, 0.0], [0.0, -0.1, -0.1], [-0.1, -0.2, 0.0], [-0.1, 0.0, 0.0], [0.0, 0.1, 0.0], [0.1, 0.0, 0.0], [-0.1, -0.1, 0.0], [0.0, -0.1, 0.1], [-0.1, 0.0, 0.0], [-0.1, 0.0, 0.0], [0.0, 0.1, 0.0], [0.1, 0.0, 0.0], [0.1, 0.0, 0.0], [0.1, 0.0, 0.0], [0.1, 0.0, -0.1]]
}

=====

Record 3
{
  "formula": "C2Br2F4O",
  "method": "the ωB97M-V functional and the def2-TZVPD basis",
  "smiles": "FO[C@@](F)(Br)C(F)(F)Br",
  "homo_lumo_gap_ev": 10.61,
  "elements": ["F", "O", "C", "F", "Br", "C", "F", "F", "Br"],
  "positions_angstrom": [[1.5216, 1.3487, 0.2200], [1.6899, -0.0139, 0.2430], [0.6421, -0.6728, -0.3205], [0.5608, -0.6822, -1.6886], [0.4994, -2.3468, 0.5671], [-0.9082, 0.3315, 0.0878], [-2.0417, -0.4426, 0.1265], [-1.0346, 1.1049, -0.9871], [-0.9295, 1.3731, 1.7517]],
  "atomic_forces_ev_per_a": [[-0.2, 1.3, -0.7], [1.2, -2.1, 0.0], [-4.4, 2.6, 0.6], [0.8, -0.4, 1.5], [0.3, 0.1, -0.6], [0.6, -1.5, -0.6], [1.5, 0.2, -0.1], [0.1, 0.2, 0.4], [0.1, -0.6, -0.6]]
}

=====

Record 4
{
  "formula": "C2H3BaFO",
  "method": "the ωB97M-V functional and the def2-TZVPD basis",
  "total_charge": 1,
  "homo_lumo_gap_ev": [4.85, 9.37],
  "spin_multiplicity": 2,
  "elements": ["H", "O", "C", "C", "Ba", "H", "H", "F"],
  "positions_angstrom": [[-1.3583, -0.1535, -0.3912], [-0.5917, 0.3985, 0.2659], [0.6130, 0.3003, -0.5066], [0.0239, -0.9665, -0.9803], [-0.9894, 1.1068, 2.8448], [1.4928, 0.1644, 0.1373], [0.6805, 1.0626, -1.2966], [0.1293, -1.9126, -0.0733]],
  "atomic_forces_ev_per_a": [[2.1, 1.4, 1.3], [-2.5, -0.2, -0.9], [0.9, -0.2, 0.1], [-1.3, -1.3, -0.5], [0.0, 0.0, -0.1], [-0.3, 0.4, -0.1], [0.2, -0.3, 0.5], [1.0, 0.1, -0.3]]
}

=====

Record 5
{
  "formula": "CH3I2N2",
  "method": "the ωB97M-V functional and the def2-TZVPD basis",
  "total_charge": 1,
  "homo_lumo_gap_ev": [6.99, 7.01],
  "elements": ["C", "N", "N", "I", "I", "H", "H", "H"],
  "positions_angstrom": [[-0.4148, -0.6095, 0.0955], [1.5470, 0.1925, -0.4803], [-1.3825, 0.1946, 0.0389], [1.5995, 2.0072, 0.1354], [2.6332, -1.3298, 0.1135], [-0.5868, -1.6817, 0.1268], [-2.3509, 0.1166, -0.0488], [-1.0446, 1.1101, 0.0190]],
  "atomic_forces_ev_per_a": [[1.0, -0.2, -0.7], [-3.4, -2.2, -0.6], [2.2, -0.2, 0.1], [0.4, 1.8, 0.9], [1.3, -0.7, 0.6], [0.3, -0.2, 0.0], [-2.0, -0.9, 0.0], [0.2, 2.7, -0.1]]
}

=====

Record 6
{
  "formula": "C30H35N3O4P2Sc",
  "method": "the ωB97M-V functional and the def2-TZVPD basis",
  "total_charge": -1,
  "homo_lumo_gap_ev": [4.75, 5.44],
  "elements": ["Sc", "O", "C", "C", "C", "C", "C", "C", "C", "N", "C", "C", "N", "C", "C", "C", "C", "C", "C", "C", "O", "H", "H", "H", "H", "H", "H", "H", "H", "H", "H", "H", "H", "H", "H", "C", "P", "C", "C", "C", "P", "C", "C", "H", "H", "H", "H", "H", "H", "H", "H", "H", "H", "H", "H", "H", "H", "H", "H", "O", "C", "N", "C", "O", "C", "C", "C", "C", "C", "C", "H", "H", "H", "H", "H"],
  "positions_angstrom": [[-0.4323, 0.4575, 0.3815], [-0.6111, -1.0470, 1.6890], [-1.0022, -0.5826, 2.8098], [-1.6695, -1.3741, 3.7673], [-2.1646, -0.8685, 4.9788], [-2.0183, 0.4790, 5.2791], [-1.3655, 1.3041, 4.3697], [-0.8551, 0.7710, 3.1697], [-0.1082, 1.7086, 2.2957], [0.9534, 1.3621, 1.6514], [1.7028, 2.4415, 1.0398], [1.8944, 2.0594, -0.4101], [0.5853, 1.6835, -0.8984], [-0.1279, 2.6531, -1.3547], [-1.5148, 2.5027, -1.8427], [-1.8184, 3.1619, -3.0504], [-3.1065, 3.1081, -3.5701], [-4.0815, 2.4067, -2.8748], [-3.7615, 1.7750, -1.6635], [-2.4759, 1.8005, -1.0840], [-2.2350, 1.2449, 0.0403], [-1.8223, -2.4253, 3.5293], [-2.6771, -1.5364, 5.6600], [-2.4092, 0.8836, 6.2036], [-1.2344, 2.3575, 4.5844], [-0.4703, 2.7503, 2.3037], [2.6765, 2.5439, 1.5312], [1.2006, 3.4145, 1.1128], [2.5613, 1.1940, -0.4942], [2.3556, 2.8749, -0.9795], [0.2769, 3.6775, -1.4278], [-1.0390, 3.6939, -3.5833], [-3.3435, 3.5982, -4.5060], [-5.0939, 2.3364, -3.2548], [-4.5392, 1.2297, -1.1285], [1.9692, -2.1784, 2.3988], [0.8066, -1.6911, 1.0669], [1.9136, -1.8552, -0.3869], [-0.1775, -3.2454, 0.9274], [-1.2267, -3.0793, -0.1631], [-1.9604, -1.3907, -0.0483], [-3.1177, -1.6159, 1.3571], [-3.1464, -1.4715, -1.4445], [2.4574, -3.1331, 2.1817], [1.4383, -2.2763, 3.3502], [2.7465, -1.4187, 2.5230], [2.3944, -2.8374, -0.4208], [2.6988, -1.0940, -0.3521], [1.3562, -1.7169, -1.3177], [-0.6680, -3.4307, 1.8907], [0.4556, -4.1140, 0.7183], [-1.9871, -3.8633, -0.0841], [-0.7581, -3.1858, -1.1489], [-3.7448, -2.5029, 1.2270], [-3.7752, -0.7461, 1.4486], [-2.5704, -1.7210, 2.2982], [-3.7787, -2.3627, -1.3885], [-2.6103, -1.4942, -2.3978], [-3.7963, -0.5916, -1.4441], [0.4767, -0.1566, -2.8952], [1.3950, -0.0188, -2.0980], [1.3412, 0.2255, -0.7779], [2.6011, 0.2978, -0.3166], [2.9945, 0.5043, 0.8236], [3.5407, 0.0870, -1.4072], [4.9213, 0.0666, -1.4420], [5.5275, -0.1683, -2.6810], [4.7449, -0.3737, -3.8370], [3.3477, -0.3465, -3.7662], [2.7817, -0.1122, -2.5284], [5.4928, 0.2281, -0.5361], [6.6114, -0.1923, -2.7523], [5.2305, -0.5549, -4.7919], [2.7182, -0.5003, -4.6342], [-0.8735, 0.3905, -1.4248]],
  "atomic_forces_ev_per_a": [[-1.5, 1.3, -4.0], [-0.9, -1.0, 2.9], [-1.2, 1.4, 6.7], [0.8, -0.2, 1.1], [0.3, -0.6, -0.8], [0.2, 0.7, -0.4], [-0.7, -1.0, 0.3], [1.0, 1.8, -1.3], [-2.7, 1.1, 3.0], [1.9, 0.8, 0.1], [0.9, -0.7, 0.3], [-2.5, 8.4, 0.1], [-1.4, 8.1, 2.8], [-1.1, 1.6, -2.1], [1.2, 1.0, -0.1], [-0.6, -0.4, 0.7], [0.2, 0.1, -0.2], [0.4, -0.5, 1.0], [-0.9, 0.3, -0.5], [-1.0, 0.6, -1.7], [-1.3, 0.9, 1.5], [0.2, 0.0, 0.5], [0.0, 0.0, 0.0], [0.0, 0.0, 0.0], [0.1, 0.0, -0.1], [0.2, -0.1, 0.3], [0.0, 0.0, 0.0], [-0.1, 0.0, -0.2], [1.1, 17.3, -3.8], [0.3, -0.1, -0.2], [0.4, -0.4, -0.8], [0.1, 0.0, 0.1], [0.0, 0.0, 0.0], [0.0, 0.0, 0.0], [0.1, 0.2, 0.0], [-0.2, 0.7, 0.6], [3.8, -3.7, -1.1], [0.6, -3.7, -0.3], [0.4, -0.6, -0.4], [-0.1, -0.2, 0.0], [-2.4, -1.3, -2.6], [-0.5, -0.4, -0.1], [-0.2, -0.2, -0.2], [-0.3, 0.1, -0.2], [0.0, 0.0, 0.0], [-0.2, 0.0, -0.1], [0.2, -0.4, 0.3], [0.0, -4.0, 0.4], [0.1, -1.2, 0.7], [0.2, 0.1, -0.1], [0.1, 0.1, 0.0], [-0.1, 0.0, 0.0], [-0.1, 0.2, 0.1], [0.0, 0.0, -0.2], [0.1, 0.0, -0.1], [-1.4, -0.1, -1.5], [0.0, -0.1, 0.1], [0.1, 0.1, 0.2], [0.3, -0.2, 0.0], [-0.3, -0.2, -0.8], [-0.3, -0.5, -1.7], [-2.3, -10.7, -4.6], [2.8, -9.3, 3.9], [3.1, -4.1, 4.7], [2.2, -0.4, -2.5], [0.1, 0.1, -0.1], [-0.4, 0.0, -0.1], [-0.1, 0.1, 0.5], [0.5, -0.1, -0.2], [0.7, 0.4, -0.2], [0.0, 0.0, 0.0], [-0.1, 0.0, 0.0], [0.0, 0.0, 0.1], [0.0, 0.0, 0.0], [0.1, -1.0, 0.5]]
}

=====

Record 7
{
  "formula": "C3H9Cl2NP",
  "method": "the ωB97M-V functional and the def2-TZVPD basis",
  "total_charge": 1,
  "homo_lumo_gap_ev": 9.45,
  "elements": ["C", "C", "C", "N", "P", "Cl", "Cl", "H", "H", "H", "H", "H", "H", "H", "H", "H"],
  "positions_angstrom": [[0.3733, -0.0504, 1.5201], [-1.0636, -1.9916, 0.9377], [-0.5447, 0.9467, -1.5677], [-0.4282, -0.9201, 0.5998], [0.3735, -0.5872, -1.1499], [2.7982, 2.4546, -0.7339], [-0.6074, -1.9189, -2.2595], [-0.0628, -0.0629, 2.4977], [1.4012, -0.3368, 1.5052], [0.3373, 0.9918, 1.0730], [2.6171, 2.2808, 0.6066], [-1.5952, -2.5650, 0.1923], [-1.1887, -2.4151, 1.9131], [-0.4446, 1.8319, -1.0010], [-1.5972, 0.9496, -1.6113], [-0.3681, 1.3927, -2.5223]],
  "atomic_forces_ev_per_a": [[-1.2, 1.1, -1.2], [0.2, 1.2, -1.0], [-0.3, 0.1, -0.2], [0.9, -1.0, -0.2], [-0.8, 1.0, 0.6], [-0.4, -0.4, 2.1], [-0.3, -0.3, -0.2], [-0.1, 0.0, 0.5], [0.6, -0.5, 0.1], [-0.2, -1.1, 0.7], [0.4, 0.4, -2.1], [0.2, 0.1, -0.6], [0.3, 0.6, 0.9], [1.2, 0.7, 1.6], [-1.6, -1.3, 0.2], [1.1, -0.5, -1.2]]
}

=====

Energy
In order: -8900.155; -30641.480; -155071.248; -7569.211; -20254.644; -83597.332; -39073.373
Unit: eV
Relative energy (zero: lowest compared OMol25 entry of this formula, charge and spin)
In order: 1.5428; 0.2322; 4.6531; 3.1819; 4.8855; 11.1033; 1.4618
Unit: eV